1.
ORCA calculation (ωB97M-V/def2-TZVPD) on an isolated molecule of C9H10N2O2 at a distorted geometry.

Positions of all 23 atoms, in Å:
O 2.6932 2.2014 0.7578
O 1.2730 2.1926 -0.9823
N 0.6330 1.3324 0.9628
N 2.4875 -2.3518 -1.1046
C 1.4558 1.8792 0.1633
C 1.7289 -1.6412 -0.2692
C -2.9551 0.6643 0.9114
C -1.7873 1.3394 1.0055
C -0.6418 0.7558 0.5231
C -0.5798 -0.4720 -0.1701
C -1.7481 -1.2259 -0.1050
C 0.5578 -0.9498 -1.0072
C -2.9647 -0.6249 0.3556
H 0.2052 -1.5154 -1.8991
H -1.7470 -2.1997 -0.6086
H -3.8439 1.1296 1.2170
H 3.4674 2.4244 0.1860
H 3.3913 -2.7383 -0.6269
H -3.8905 -1.0811 0.6508
H -1.7053 2.2432 1.5228
H 0.9307 -0.0271 -1.3202
H 0.7046 0.9863 1.8795
H 2.3354 -2.3212 -2.0425

energy above the lowest of the compared OMol25 structures with the same formula, charge and spin = 70.2 kcal per mole
HOMO = -8.317 eV
charge = 0
Kohn-Sham gap = 9.2 eV

2.
ORCA calculation (ωB97M-V/def2-TZVPD) on C12H6NO5Os as an isolated structure at a distorted geometry.

Positions of all 25 atoms, in Å:
Os -0.0511 -0.0863 -0.1190
O -1.2196 2.0993 -2.0204
O -1.1107 -2.4374 -1.7421
O -2.2764 0.0452 2.0280
O 1.8088 1.8988 -4.9728
O 1.9082 -1.8512 1.5410
N 0.8719 1.7109 1.0843
C 1.1254 2.0738 3.6430
C 1.3133 3.3549 4.2022
C 1.0946 0.9435 4.4915
C 0.9832 1.9028 2.2414
C 1.3784 2.3761 6.4187
C -0.7255 -1.5414 -1.1132
C -1.4496 -0.0110 1.2142
C 1.2109 1.0973 5.8701
C 1.2308 1.6505 -4.0161
C 1.1854 -1.1950 0.9214
C 1.4364 3.4970 5.5856
C -0.7926 1.2960 -1.3016
H 0.9977 -0.0590 4.0671
H 1.1744 0.2289 6.5296
H 1.5775 4.4946 6.0079
H 1.3759 4.2181 3.5400
H 1.3739 0.0544 -1.0461
H 1.4637 2.5036 7.5088

HOMO (alpha / beta) = -18.722 / -20.766 eV
charge = +3
spin multiplicity = 5
Kohn-Sham gap (alpha / beta) = 7.3 / 4.2 eV

| no. | molecular weight (g/mol) |
| --- | --- |
| 1 | 178.2 |
| 2 | 434.4 |